3 unconnected molecules or ions with the total composition C14H27FN6O4 at a distorted geometry. Source: the Open Molecules 2025 dataset; level of theory: ωB97M-V/def2-TZVPD.

Net charge ... 0
Frontier orbital gap ... 9.885 eV
Lowest unoccupied orbital energy ... 0.440 eV
Molecular weight ... 362.41 g/mol
SMILES string ... CCOC[C@](C)(C#N)[C@@](C#N)(CCF)COC.NC(N)=O.NC(N)=O
DFT total energy ... -1278.90337 a.u.
Strongest force on any atom ... 6.97 eV/A

The geometry in XYZ format:
```
52
Properties=species:S:1:pos:R:3:lowdin_charge:R:1
C 1.719 3.003 -0.801 -0.11
C 0.212 3.155 -1.370 -0.23
O -0.322 1.957 -1.995 -0.19
C -0.066 0.782 -1.193 -0.17
C -1.044 -0.467 -1.599 -0.30
C -1.626 -0.282 -3.088 -0.04
C -2.330 -0.327 -0.604 -0.14
N -3.131 -0.278 0.311 0.14
C -0.362 -1.892 -1.289 -0.29
C -1.563 -2.924 -0.918 -0.12
N -2.464 -3.726 -0.769 0.14
C 0.447 -2.563 -2.504 -0.10
C 1.984 -2.114 -2.640 -0.14
F 2.895 -2.920 -1.816 -0.12
C 0.612 -1.889 0.015 -0.17
O -0.058 -1.493 1.234 -0.22
C 0.374 -2.268 2.382 -0.10
H 1.669 2.468 0.230 0.08
H 2.270 4.002 -0.703 0.06
H 2.332 2.280 -1.474 0.08
H 0.234 3.970 -2.198 0.13
H -0.455 3.542 -0.516 0.13
H -0.100 0.986 -0.049 0.15
H 0.999 0.421 -1.417 0.10
H -0.909 0.239 -3.821 0.10
H -1.960 -1.327 -3.464 0.10
H -2.598 0.340 -3.003 0.11
H -0.031 -2.455 -3.537 0.12
H 0.468 -3.706 -2.287 0.15
H 2.295 -2.358 -3.734 0.13
H 2.182 -0.997 -2.503 0.12
H 1.042 -2.965 0.088 0.14
H 1.524 -1.190 -0.106 0.14
H 1.256 -1.756 2.941 0.11
H -0.505 -2.252 3.142 0.09
H 0.576 -3.372 2.144 0.10
N 2.605 6.269 2.436 0.15
C 2.276 6.394 1.128 -0.69
N 2.898 7.409 0.482 0.15
O 1.481 5.649 0.575 0.01
H 3.256 6.871 2.909 0.10
H 2.163 5.525 2.952 0.11
H 2.679 7.535 -0.494 0.11
H 3.554 8.032 0.918 0.10
N -3.134 -3.390 2.751 0.16
C -3.250 -4.291 3.754 -0.71
N -3.558 -5.549 3.352 0.14
O -3.089 -3.996 4.929 0.01
H -3.263 -3.614 1.779 0.07
H -2.906 -2.443 3.008 0.10
H -3.653 -6.250 4.069 0.10
H -3.694 -5.811 2.392 0.09
```